Record 1
88
Properties=species:S:1:pos:R:3:mulliken_charge:R:1 method="wB97M-V/def2-TZVPD" largest_force_ev_per_a=0.73 e_lumo_ev=-2.95 total_charge=+1 energy_ev=-80160.7302
C 2.311 -0.687 -1.149 -0.951
H -0.477 -0.822 -2.870 0.418
C 1.426 4.102 -1.369 -0.812
C 3.298 0.080 -0.310 0.779
C 5.150 -0.208 -3.402 -1.462
H -5.481 2.493 0.716 0.432
H -4.360 2.946 -1.985 0.496
C 0.593 2.159 1.486 0.209
Al -0.227 0.307 -0.064 -0.999
C 2.280 -0.953 3.305 -1.718
C -3.607 2.856 -1.196 -1.627
H -1.553 2.666 3.638 0.546
C 2.634 -1.370 1.875 1.315
H -4.058 -0.538 -0.880 0.257
H 5.102 -0.612 2.670 0.477
C 1.830 3.175 -0.425 0.708
S 1.451 -2.320 -2.889 -0.230
C 3.919 4.314 -0.129 -0.752
H 1.132 2.841 2.126 0.557
H 2.691 -3.485 2.304 0.546
H 6.208 -0.184 -3.132 0.315
C -5.270 1.572 0.168 -2.060
F -1.459 -1.301 2.771 -0.205
H 3.317 0.768 -2.848 0.265
C -2.851 1.615 0.776 -0.315
N -1.517 1.480 0.542 1.524
H 4.787 -1.226 -3.252 0.294
C -3.844 1.576 -0.375 2.342
H 1.961 5.892 -2.414 0.443
N 3.399 2.238 1.098 0.071
N 1.039 -0.227 -1.523 1.023
F 0.415 -3.147 2.122 -0.233
C 5.655 0.738 -0.427 -0.755
H 6.873 0.394 1.355 0.421
C -2.168 -2.069 1.937 0.618
C 3.084 3.249 0.179 0.069
C 3.494 -0.290 1.213 1.382
C -1.355 -2.417 0.665 0.679
C 2.817 0.981 0.844 -0.678
F -2.541 -3.175 2.598 -0.291
H -5.985 1.496 -0.654 0.398
H -3.980 2.309 2.539 0.570
N 0.888 2.188 0.039 -0.219
H 4.157 6.098 -1.284 0.416
C -3.034 2.093 2.065 -0.510
N 1.372 1.055 0.864 0.532
C 4.372 0.823 -2.569 0.997
H 1.662 -1.717 3.779 0.501
H 4.425 2.991 -2.296 0.141
H 1.723 -0.013 3.326 0.251
F -0.824 -4.687 1.235 -0.290
C 2.652 -1.835 -1.780 -0.173
C -0.842 1.892 1.705 -0.388
C -0.290 -3.481 1.031 0.447
H 6.510 1.119 -0.977 0.519
C 3.503 5.267 -1.048 -0.748
H -2.619 2.832 -1.665 0.207
C -2.270 -3.013 -0.401 -1.738
C -3.641 0.370 -1.308 -1.145
H 0.445 4.006 -1.823 0.573
C 5.866 0.339 0.955 -1.911
H 3.569 -2.395 -1.668 0.523
O -0.691 -1.304 0.214 0.333
C 2.271 5.155 -1.685 -0.795
H 3.180 -0.828 3.915 0.373
F 0.584 -3.594 0.004 -0.236
H 1.707 -1.448 1.308 -1.311
H -1.666 -3.442 -1.199 0.412
H -2.579 0.201 -1.507 -0.121
H -4.129 0.556 -2.267 0.539
H 5.062 0.026 -4.466 0.456
C 4.887 -0.190 1.696 -0.762
H 3.537 -3.046 0.815 0.278
H 5.952 2.295 -2.866 0.374
C 4.862 2.230 -2.939 -1.281
H -3.661 3.743 -0.561 0.368
H 4.890 4.388 0.351 0.430
H -5.428 0.726 0.842 0.383
H -2.907 -2.229 -0.805 0.172
C -1.761 2.283 2.648 -1.566
H 4.338 2.215 1.468 0.723
F -3.284 -1.396 1.616 -0.271
C 4.495 0.544 -1.072 0.987
H -2.897 -3.796 0.021 0.400
H 4.272 -2.710 2.389 0.420
C 0.505 -1.003 -2.449 -0.218
H 4.588 2.453 -3.973 0.462
C 3.327 -2.731 1.841 -1.603

---

Record 2
71
Properties=species:S:1:pos:R:3:mulliken_charge:R:1 method="wB97M-V/def2-TZVPD" largest_force_ev_per_a=1.89 e_lumo_ev="0.83 / 0.32" total_charge=0 s_squared=0.7539 multiplicity=2 energy_ev=-28133.1011
H -2.809 -0.277 1.042 0.498
H 5.621 0.520 -2.079 0.358
H -4.276 -3.508 1.381 0.435
C 7.067 -1.342 0.477 -0.648
H -1.694 3.634 -0.324 0.553
H 7.254 0.783 -1.536 0.409
H 10.266 -1.948 1.582 0.375
H -1.968 -2.821 -0.018 0.312
C -7.089 -1.321 0.620 -1.593
H 4.109 1.153 1.279 0.250
C 1.863 1.565 -0.577 -0.836
H 8.814 -1.875 -0.628 0.279
H -5.278 0.666 -1.563 0.482
H -6.613 1.000 -0.413 0.450
H -7.488 -2.214 -1.941 0.467
H -1.938 2.003 -0.921 0.338
C 4.249 1.078 0.204 -0.579
H -0.311 2.603 1.531 0.249
H 5.302 -1.402 -0.690 0.299
C -2.718 -2.444 -0.700 -1.741
C 5.719 1.374 -0.147 -0.982
C -4.726 0.643 0.523 0.760
C -0.385 2.173 0.534 -0.750
C -3.902 -1.793 0.061 1.908
H 3.685 2.215 -1.501 0.272
H -2.958 -2.467 1.831 0.561
H -3.098 0.040 -0.668 0.157
H 1.717 1.200 -1.589 0.220
C 9.210 -2.177 1.477 -1.302
C 0.804 2.651 -0.330 -0.589
C 3.320 2.080 -0.486 -0.499
C 6.319 -1.039 -0.821 -0.785
H -2.927 3.356 1.531 0.474
C -6.209 -1.049 -0.619 1.712
N -5.105 -2.016 -0.778 0.539
H -6.583 -0.873 -2.725 0.404
H -7.586 -0.407 0.917 0.331
H -2.281 -1.746 -1.404 0.370
H 1.720 0.747 0.120 0.445
O -5.522 -3.231 -0.760 -0.623
H -4.158 2.309 -0.656 0.357
H 3.942 0.086 -0.112 0.377
H 1.235 3.526 0.146 0.383
H -7.861 -2.028 0.340 0.450
H -7.984 -0.551 -1.738 0.405
H -4.559 -1.918 2.154 0.394
C -1.741 2.592 -0.027 -0.533
H -4.973 2.783 0.803 0.527
H 6.716 -2.314 0.821 0.413
H 5.750 2.384 -0.546 0.448
H -2.542 1.681 1.776 0.606
C -4.225 2.099 0.407 -1.235
C -3.967 -2.472 1.434 -2.038
H 6.344 1.389 0.738 0.521
C -5.730 0.402 -0.612 -1.998
H -0.348 1.092 0.626 0.236
H -3.105 -3.280 -1.278 0.473
H -5.190 0.442 1.485 0.377
H 3.305 3.016 0.064 0.338
H 6.734 -1.625 -1.636 0.443
C -7.121 -1.201 -1.840 -1.851
H 9.012 -0.402 0.317 0.249
H 8.677 -2.011 2.406 0.338
C -3.551 -0.310 0.256 -1.673
C -2.842 2.399 1.022 -1.214
H 9.153 -3.236 1.237 0.318
C 8.578 -1.400 0.319 -0.227
H 0.391 2.973 -1.281 0.375
H -6.563 -1.765 1.455 0.306
H 6.773 -0.629 1.239 0.282
C 6.278 0.435 -1.210 -0.824

---

Record 3
23
Properties=species:S:1:pos:R:3:mulliken_charge:R:1 method="wB97M-V/def2-TZVPD" largest_force_ev_per_a=2.83 e_lumo_ev=0.87 total_charge=0 energy_ev=-13071.7546
C 1.360 -0.172 -1.458 -0.594
C -2.182 0.173 0.936 -0.423
H -0.397 -1.479 -1.795 0.478
H 0.940 -1.207 2.291 0.363
C -1.462 0.303 -1.186 -0.444
C 2.222 0.322 -0.478 -0.266
C 2.127 -0.093 0.849 -0.800
H 2.880 0.359 1.516 0.337
C -1.050 0.812 1.412 -0.303
H -1.562 0.075 -2.279 0.562
H 2.895 1.171 -0.706 0.305
C 1.114 -0.985 1.221 -0.333
H -0.466 -2.209 0.617 0.411
H 0.846 1.657 0.875 0.781
N -2.406 -0.195 -0.352 -0.657
H -0.910 1.098 2.489 0.350
H 0.375 1.303 -1.573 0.590
H 1.381 0.241 -2.503 0.594
C -0.115 1.273 0.562 -0.535
C -0.375 1.053 -0.796 -0.212
H -2.920 -0.129 1.706 0.327
C 0.372 -1.084 -1.051 -0.242
C 0.286 -1.522 0.294 -0.288

---

Record 4
28
Properties=species:S:1:pos:R:3:mulliken_charge:R:1 method="wB97M-V/def2-TZVPD" largest_force_ev_per_a=0.28 e_lumo_ev=-2.42 total_charge=0 energy_ev=-308554.6458
H -3.675 -0.246 0.401 0.430
Tl 4.144 1.896 -0.174 0.678
Br -1.385 -3.312 2.081 -0.024
C -1.268 1.494 -1.239 -0.418
C -0.406 -2.145 -0.374 0.292
H -1.050 1.935 -2.200 0.523
O 2.503 2.792 -1.778 -0.619
C -2.733 0.259 0.229 -0.819
Br -1.999 -2.820 -1.086 -0.034
H -3.210 0.811 -1.792 0.391
C 1.695 -0.918 -0.616 0.689
O 1.856 1.952 0.530 -0.833
C -0.139 -2.341 1.074 0.271
O 2.500 -0.322 -1.282 -0.528
C -1.783 0.324 1.234 -0.422
H 0.183 1.036 1.787 0.626
N 0.987 2.089 -0.442 0.898
C 0.960 -1.851 1.674 -0.301
N 1.285 2.511 -1.620 -0.301
Br 1.351 -2.052 3.487 -0.039
O 2.900 -0.528 1.392 -0.524
C 1.942 -1.062 0.903 0.550
H -1.978 -0.124 2.201 0.555
C -0.314 1.535 -0.226 -0.079
C 0.457 -1.495 -1.173 -0.345
Br 0.217 -1.239 -3.003 0.009
C -2.472 0.855 -1.001 -0.431
C -0.569 0.966 1.015 -0.195